Computed, not measured: a cluster of 7 separate species, C24H58F3N2O10 in total, with ωB97M-V/def2-TZVPD.

## Properties
highest occupied orbital energy: -3.9 eV
calculated total energy: -57437.643 eV
charge: -1
gap between HOMO and LUMO: 5.85 eV

Cartesian coordinates (Å):
N -1.71665 2.39981 -2.45521
N -0.70963 2.36288 -1.44756
C 0.01697 3.64534 -1.36717
O 0.43679 3.95172 -2.68873
C 1.23744 3.45871 -0.47515
C 2.50196 3.11624 -1.22068
O 2.31317 1.85705 -1.88553
C 3.14000 1.54712 -2.95103
C 2.48782 1.84907 -4.28900
F 3.04467 1.03626 -5.23256
F 1.18636 1.62737 -4.31856
F 2.69421 3.10037 -4.71254
C -0.92632 4.81874 -0.84952
O -1.97591 4.91954 -1.52075
O -0.49041 5.51458 0.09894
H -2.54403 2.90509 -2.14728
H -1.96005 1.43236 -2.62679
H -1.09558 2.15680 -0.52880
H -0.39033 3.86794 -3.19023
H 1.37574 4.37025 0.10370
H 1.04846 2.64504 0.23220
H 2.75388 3.88153 -1.96017
H 3.34262 3.00505 -0.52531
H 3.32480 0.47152 -2.93372
H 4.11115 2.05435 -2.91580
C 4.35732 -1.24847 0.83715
C 3.18844 -0.42044 1.35392
C 1.86324 -1.14144 1.18160
O 3.15460 0.85700 0.73298
H 4.23154 -1.43845 -0.23354
H 5.29803 -0.71532 0.97942
H 4.41937 -2.21260 1.34588
H 3.34759 -0.20503 2.41441
H 1.66191 -1.31602 0.12309
H 1.04443 -0.53825 1.56867
H 1.85610 -2.10051 1.70182
H 3.02993 0.72057 -0.21765
C 1.52874 -1.61905 -2.96267
C 0.15067 -1.85702 -2.36660
C -0.89122 -2.10787 -3.44678
O -0.21581 -0.77324 -1.52007
H 1.48574 -0.74077 -3.61033
H 2.23940 -1.41225 -2.16056
H 1.89567 -2.46602 -3.54496
H 0.18194 -2.71538 -1.68972
H -0.96318 -1.23520 -4.10143
H -1.87035 -2.28055 -2.99861
H -0.62809 -2.97233 -4.05932
H -0.16966 0.06548 -2.00471
C -3.67539 -1.54398 -0.55824
C -3.16202 -0.49536 0.41441
C -3.87599 -0.56827 1.75654
O -3.28140 0.81535 -0.13896
H -4.74323 -1.39011 -0.74885
H -3.13981 -1.47450 -1.50436
H -3.53997 -2.55019 -0.15770
H -2.08979 -0.64026 0.55481
H -4.94499 -0.37039 1.62007
H -3.47910 0.18687 2.43523
H -3.75512 -1.54588 2.22285
H -4.21775 1.00426 -0.26519
C -2.89630 -2.96295 5.40477
C -1.60945 -3.05995 4.60073
C -0.38671 -3.19358 5.49681
O -1.47793 -1.94638 3.72360
H -2.88233 -2.07763 6.04409
H -3.75804 -2.87406 4.74408
H -3.03492 -3.83998 6.04091
H -1.65874 -3.92227 3.93173
H -0.29960 -2.31410 6.14111
H 0.52100 -3.26676 4.89773
H -0.45687 -4.07586 6.13545
H -1.43509 -1.14592 4.25988
C -6.81837 -0.41284 8.59941
C -6.51229 -0.97331 7.21960
C -7.59592 -1.92446 6.73718
O -5.23377 -1.60442 7.19485
H -6.87698 -1.22587 9.32927
H -6.03337 0.27355 8.91514
H -7.77071 0.11871 8.60820
H -6.41421 -0.15013 6.50990
H -7.67483 -2.77810 7.41710
H -7.35747 -2.30073 5.74285
H -8.56785 -1.43090 6.69967
H -5.25672 -2.34767 7.80824
C 7.84353 1.89894 -7.56899
C 7.08974 0.93834 -6.66129
C 5.63088 0.80296 -7.06267
O 7.21049 1.33051 -5.29481
H 7.39856 2.89598 -7.50767
H 8.88837 1.97242 -7.26713
H 7.80148 1.57428 -8.60978
H 7.57148 -0.04114 -6.69877
H 5.12559 1.76885 -6.98292
H 5.11467 0.10502 -6.40629
H 5.53500 0.45335 -8.09209
H 6.77878 2.18697 -5.19523

Forces on the atoms, in the same order (eV/Å):
-0.1 -0.4 -0.1
0.3 -0.2 0.0
-0.1 0.2 -0.1
0.0 0.2 0.3
0.1 -0.3 0.0
0.2 0.2 -0.2
0.0 -0.5 0.3
0.0 0.1 0.3
0.2 0.0 -0.3
0.1 -0.1 -0.1
-0.4 -0.2 0.1
0.1 0.3 0.0
0.8 0.0 0.0
-0.3 0.2 0.3
-0.5 -0.3 -0.4
0.2 0.2 0.1
-0.1 0.0 -0.1
-0.3 0.1 -0.1
0.0 0.1 -0.1
0.0 0.0 0.0
-0.1 0.1 0.0
-0.1 0.0 0.0
0.0 0.1 0.0
0.0 0.0 -0.1
0.0 0.1 -0.1
0.0 0.1 0.0
0.0 0.0 0.1
0.0 0.0 0.0
0.3 -0.3 0.0
0.0 0.0 0.0
0.0 0.0 0.0
0.0 0.0 0.0
0.0 0.0 0.0
0.0 0.0 0.0
0.0 0.0 0.0
0.0 -0.1 0.0
-0.3 0.3 0.0
0.0 0.1 0.1
0.0 0.1 0.1
-0.1 0.1 0.0
-0.1 -0.3 -0.2
0.0 -0.1 -0.1
0.0 0.0 0.0
-0.1 0.0 0.0
0.0 -0.1 0.0
0.0 0.0 0.0
0.0 0.0 0.0
0.0 0.0 0.0
0.1 0.3 0.2
0.0 0.1 -0.1
0.0 0.0 0.1
0.0 0.1 0.0
0.1 -0.1 0.0
0.0 0.0 0.0
0.0 0.1 0.1
0.0 0.0 0.0
0.0 0.0 0.0
0.0 0.0 0.0
0.0 0.0 0.0
0.0 0.0 0.0
0.0 0.1 0.0
0.0 0.0 -0.1
0.0 0.0 0.1
0.0 0.0 -0.1
0.0 0.0 0.0
0.0 0.0 0.0
0.0 0.0 0.0
0.0 0.0 0.0
0.0 0.0 0.0
0.0 0.0 0.0
0.0 0.0 0.0
0.0 0.0 0.0
0.0 0.0 -0.1
0.1 0.0 0.0
-0.1 0.0 0.0
0.1 0.0 0.0
0.0 0.0 0.1
0.0 0.0 0.0
0.0 0.0 0.0
0.0 0.0 0.0
0.0 0.0 0.0
0.0 0.0 0.0
0.0 0.0 0.0
0.0 0.0 0.0
0.0 0.0 0.0
0.0 0.0 0.1
0.0 0.0 -0.1
0.0 0.0 0.0
0.0 0.0 0.0
0.0 0.0 0.0
0.0 0.0 0.0
0.0 0.0 0.0
0.0 0.0 0.0
0.0 0.0 0.0
0.0 0.0 0.0
0.0 0.0 0.0
0.0 0.0 0.0



Computed, not measured: a structure of composition C4H3N2 at a distorted geometry, with ωB97M-V/def2-TZVPD.

## Properties
highest occupied orbital energy (spin up / spin down): -15.9 / -15.6 eV
calculated total energy: -7161.368 eV
charge: +1
ΔE to the lowest compared entry with this formula, charge and spin: 378.7 kJ/mol
gap between HOMO and LUMO (spin up / spin down): 8.47 / 7.55 eV

Cartesian coordinates (Å):
C 0.48981 -2.71145 -1.03459
C -0.00967 -1.03886 -1.80094
C 0.21423 -0.98355 -0.33094
C 0.05586 0.13677 0.97806
N 0.30280 -2.25327 -2.23615
N 0.43623 -2.33996 0.14541
H -0.36611 -0.21913 -2.48585
H -0.00178 -0.63224 1.83713
H -0.29558 1.15539 0.94004

Forces on the atoms, in the same order (eV/Å):
-0.2 1.1 0.7
0.2 2.4 0.4
-1.6 4.9 4.4
-0.4 -7.4 -4.0
-0.2 -1.6 0.4
0.8 -0.7 -1.5
0.6 -1.0 0.8
0.5 2.1 -0.9
0.4 0.2 -0.3



Computed, not measured: a cluster of 3 separate species, C8H17N4 in total at a distorted geometry, with ωB97M-V/def2-TZVPD.

## Properties
highest occupied orbital energy (spin up / spin down): -9.2 / -13.4 eV
calculated total energy: -14518.522 eV
charge: +1
<S²>: 2.010
ΔE to the lowest compared entry with this formula, charge and spin: 355.6 kJ/mol
multiplicity: 3
gap between HOMO and LUMO (spin up / spin down): 6.59 / 6.81 eV

Cartesian coordinates (Å):
C 1.41245 1.18794 -0.06036
C 2.66848 0.42360 0.27049
C 0.45757 -0.00082 -0.28601
C 3.86319 1.11225 0.79721
C -3.20156 -1.33377 0.02756
C -2.11054 -1.31319 2.46767
C 0.72620 -2.48612 -0.26099
C -2.79661 -1.28756 1.34381
N 2.50313 -0.86904 0.26011
N 1.15051 -1.09528 -0.08931
N -0.78051 0.13595 -0.64787
N -1.81823 2.71330 -2.05918
H 1.65673 1.73875 -0.89156
H 3.91118 0.91505 1.79308
H 4.77340 0.67452 0.45930
H 4.11538 2.17470 0.55444
H -4.06667 -0.76271 -0.39074
H -1.21544 1.02941 -1.00665
H -2.92733 -2.16074 -0.58888
H -2.57724 -1.78369 3.29582
H -1.14300 -0.71357 2.61399
H -2.79068 2.25522 -2.08157
H 0.61134 -3.05685 0.66389
H -0.35154 -2.31847 -0.70507
H 1.38883 -2.95621 -0.90538
H -1.49919 -0.52634 -0.43857
H -1.67510 3.74276 -1.81621
H 1.29038 1.95019 0.70863
H -1.57513 2.61072 -3.02766

Forces on the atoms, in the same order (eV/Å):
1.1 -1.9 1.3
-0.4 7.0 -0.4
0.8 4.5 0.2
0.5 0.6 -2.6
-1.0 0.5 3.3
0.5 1.5 -1.3
-3.9 1.9 0.2
0.3 -0.1 -3.1
-4.0 -7.3 -1.0
5.4 -2.3 2.1
-1.3 1.1 -0.8
-0.9 -0.4 0.2
-0.2 1.5 -2.7
0.1 -0.1 3.5
0.7 -1.1 -0.6
-1.4 -0.6 0.3
1.0 -0.1 0.7
1.2 -0.3 0.4
0.4 -0.7 -0.2
0.0 -0.5 0.8
-1.6 -1.0 -0.3
1.5 2.1 0.6
0.2 0.5 0.1
2.1 -1.1 0.5
1.0 -0.9 -1.3
-0.4 -0.9 0.1
-1.2 -2.1 -0.3
-1.1 0.0 0.5
0.6 0.2 -0.5



Computed, not measured: an isolated molecule of C16H15N5O2 at a distorted geometry, with ωB97M-V/def2-TZVPD.

## Properties
highest occupied orbital energy: -8.3 eV
calculated total energy: -28377.989 eV
SMILES string: CN/N=C(\Cc1nc2ccccc2[nH]1)c1ccc([N+](=O)[O-])cc1
ΔE to the lowest compared entry with this formula, charge and spin: 180.9 kJ/mol
gap between HOMO and LUMO: 7.87 eV

Cartesian coordinates (Å):
C 1.82011 -3.30132 1.36924
N 0.97004 -2.17002 1.64008
N 1.47131 -0.97836 1.37019
C 0.77135 0.09025 1.29732
C -0.73330 0.13441 1.51508
C -1.47033 -0.42810 0.34935
N -1.12215 -0.27614 -0.89173
C -2.06307 -0.94508 -1.63521
C -2.17669 -1.10673 -3.01060
C -3.24494 -1.84206 -3.48039
C -4.18431 -2.40914 -2.61741
C -4.08953 -2.26292 -1.24735
C -3.02007 -1.52536 -0.77048
N -2.60747 -1.18573 0.49624
C 1.48748 1.31655 0.97700
C 0.85706 2.36590 0.29954
C 1.54797 3.51807 -0.00378
C 2.88290 3.63851 0.37144
N 3.59629 4.84399 0.07480
O 2.99081 5.74222 -0.47781
O 4.76779 4.90516 0.39504
C 3.53440 2.59446 1.02491
C 2.83968 1.44471 1.31915
H 1.58122 -4.10657 2.06376
H 2.85012 -2.98627 1.51751
H 1.70770 -3.66854 0.34382
H -0.02863 -2.33462 1.53124
H -1.03948 1.16916 1.68185
H -0.98345 -0.43335 2.41825
H -1.45008 -0.66721 -3.67427
H -3.36343 -1.98571 -4.54404
H -5.00480 -2.97540 -3.03210
H -4.81684 -2.70111 -0.57988
H -3.08620 -1.39662 1.35601
H -0.16313 2.25532 -0.03173
H 1.07676 4.33268 -0.53237
H 4.57328 2.71141 1.29311
H 3.32162 0.62354 1.82423

Forces on the atoms, in the same order (eV/Å):
0.1 -0.2 -0.1
-0.8 -0.3 0.4
0.4 0.6 -0.3
-0.6 -0.6 0.2
0.4 -0.1 0.0
-0.2 -0.1 0.0
0.5 0.3 0.2
-0.6 -0.4 0.3
0.0 0.0 0.1
0.1 0.0 -0.2
-0.1 -0.1 0.1
-0.1 -0.1 0.1
0.2 0.1 -0.6
0.0 0.1 0.1
0.4 0.6 -0.2
0.2 -0.3 0.2
0.4 0.4 0.0
-0.8 -1.3 0.3
0.4 0.7 -0.2
0.0 0.1 -0.1
0.1 0.0 0.0
0.1 0.4 -0.2
-0.3 0.0 0.0
0.1 0.0 0.0
0.0 -0.1 0.0
0.1 0.0 0.0
0.2 0.2 -0.1
0.0 -0.1 0.1
0.0 0.0 0.0
0.1 0.1 -0.1
0.0 0.0 -0.1
-0.1 0.0 0.0
-0.1 -0.1 0.0
0.1 0.1 0.0
-0.1 0.0 0.0
0.0 0.0 0.0
0.0 0.0 0.0
0.1 0.0 0.1



Computed, not measured: a cluster of 2 separate species, C7H13NO in total at a distorted geometry, with ωB97M-V/def2-TZVPD.

## Properties
highest occupied orbital energy: -7.7 eV
calculated total energy: -11003.458 eV
SMILES string: [H]/N=C1\CC1(C)C.C=CO
ΔE to the lowest compared entry with this formula, charge and spin: 414.4 kJ/mol
gap between HOMO and LUMO: 8.45 eV

Cartesian coordinates (Å):
H -0.19299 2.13355 0.34442
N -0.30261 1.70279 -0.80040
C -0.24268 0.49258 -0.75732
C -0.27841 -0.80555 0.37461
C -0.18180 -0.89949 -1.14464
C -1.39132 -1.44774 -1.88638
C 1.14649 -1.37936 -1.71165
H 0.59805 -1.11192 0.92713
H -1.22883 -1.08045 0.81427
H -1.34718 -1.18129 -2.94331
H -2.31964 -1.05247 -1.47384
H -1.40633 -2.53647 -1.80283
H 1.98549 -0.97352 -1.14630
H 1.25297 -1.07641 -2.75483
H 1.19226 -2.46931 -1.65608
C -0.14699 2.32709 1.87314
C 0.23323 1.10398 2.36612
O 1.52045 0.70799 2.49976
H -1.13835 2.67438 2.13699
H 0.59428 3.12288 1.85697
H -0.45147 0.38763 2.78977
H 2.10540 1.36110 2.09443

Forces on the atoms, in the same order (eV/Å):
-0.7 -1.1 -2.5
0.6 2.0 1.3
0.0 -2.1 2.2
0.2 0.9 -1.0
-0.3 -0.1 -0.8
0.1 0.0 0.0
-0.1 0.1 0.1
0.1 0.1 0.0
-0.1 0.1 0.0
0.0 0.0 0.0
0.0 0.0 0.0
0.0 0.0 0.0
0.0 0.0 0.0
0.0 0.0 0.0
0.0 0.0 0.0
0.4 -0.6 1.7
0.2 1.2 -0.2
-0.3 -0.1 -0.1
-0.1 -0.2 -0.4
0.1 -0.1 -0.3
-0.1 -0.1 -0.1
-0.1 0.0 0.1



Computed, not measured: an isolated molecule of C3H4N2O2 at a distorted geometry, with ωB97M-V/def2-TZVPD.

## Properties
highest occupied orbital energy: -8.8 eV
calculated total energy: -10249.739 eV
SMILES string: Nc1ocnc1O
ΔE to the lowest compared entry with this formula, charge and spin: 243.7 kJ/mol
gap between HOMO and LUMO: 9.55 eV

Cartesian coordinates (Å):
N 1.92647 0.35815 -0.00914
C 0.60318 -0.07584 -0.18568
O 0.41843 -1.47513 -0.10196
C -0.90224 -1.58292 0.01175
N -1.55855 -0.40962 -0.00640
C -0.57494 0.50573 -0.10453
O -1.03835 1.79401 -0.08376
H 2.24030 0.67647 0.99446
H 2.22512 1.15320 -0.65919
H -1.38398 -2.54714 -0.09865
H -1.95543 1.60309 0.24311

Forces on the atoms, in the same order (eV/Å):
1.6 2.4 0.5
3.3 -0.2 1.1
-0.7 1.1 -0.1
-1.6 1.8 -0.7
0.6 -3.7 0.1
-2.2 1.3 0.1
0.0 -0.7 0.5
-1.3 -1.0 -2.5
-0.8 -1.8 1.2
0.3 0.1 0.4
0.8 0.8 -0.5